DFT (ωB97M-V with the def2-TZVPD basis set) results for a molecular structure, C57H52O2P2PtSi2.

electronic energy = -3734.9038 hartree
HOMO-LUMO gap (alpha / beta) = 6.10 / 6.10 eV

Last column: Mulliken charge in e.
Positions of all 116 atoms, in Å:
Pt: -0.0956 -0.5327 0.3256  2.46
C: -2.2506 -1.4982 3.3188  -1.34
Si: -0.5629 -1.3181 2.4805  0.94
C: 0.2147 -3.0677 2.5073  0.55
C: 0.4865 -3.7318 3.6999  -0.68
C: 0.9558 -5.0379 3.7027  -0.85
C: 1.1654 -5.6977 2.5009  -0.84
C: 0.9244 -5.0446 1.3010  -0.99
C: 0.4489 -3.7350 1.3038  0.49
P: 0.0027 -2.8429 -0.2241  2.05
C: -1.7921 -3.2339 -0.3217  0.05
C: -2.6058 -2.3877 -1.0775  -0.30
C: -3.9631 -2.6404 -1.1950  -0.68
C: -4.5271 -3.7303 -0.5461  -0.73
C: -3.7316 -4.5572 0.2329  -0.76
C: -2.3690 -4.3155 0.3439  -0.29
C: 0.7242 -3.8721 -1.5371  0.49
C: 2.0858 -3.7142 -1.7952  -0.02
C: 2.7074 -4.5095 -2.7423  -0.58
C: 1.9728 -5.4571 -3.4425  -0.63
C: 0.6109 -5.5888 -3.2125  -0.76
C: -0.0187 -4.7926 -2.2665  -0.70
C: 0.5860 -0.2487 3.5649  0.98
C: 0.3875 -0.1585 4.9421  -0.64
C: 1.1786 0.6577 5.7354  -0.86
C: 2.1922 1.4049 5.1561  -0.89
C: 2.4148 1.3239 3.7896  -0.88
C: 1.6173 0.5052 2.9915  -0.39
P: 1.8859 0.4328 1.1813  1.44
C: 2.6437 2.0483 0.7849  -0.47
C: 1.8026 3.0288 0.2735  -0.39
C: 2.2922 4.2870 -0.0426  -0.57
C: 3.6353 4.5684 0.1483  -0.78
C: 4.4839 3.5928 0.6593  -0.92
C: 3.9967 2.3355 0.9766  0.08
C: 3.2848 -0.7046 0.9431  0.62
C: 3.6790 -1.6370 1.8964  -0.52
C: 4.7456 -2.4855 1.6320  -0.71
C: 5.4153 -2.4153 0.4202  -0.66
C: 5.0075 -1.5034 -0.5460  -0.69
C: 3.9450 -0.6551 -0.2878  -0.65
H: -2.1488 -1.9897 4.2871  0.38
H: -2.9150 -2.1029 2.6993  0.37
H: -2.7230 -0.5262 3.4697  0.39
H: 0.3297 -3.2206 4.6445  0.36
H: 1.1495 -5.5416 4.6414  0.39
H: 1.5024 -6.7266 2.5004  0.43
H: 1.0873 -5.5647 0.3657  0.50
H: -2.1670 -1.5286 -1.5691  0.24
H: -4.5853 -1.9823 -1.7879  0.48
H: -5.5862 -3.9316 -0.6444  0.37
H: -4.1766 -5.3959 0.7538  0.42
H: -1.7566 -4.9663 0.9545  0.38
H: 2.6451 -2.9673 -1.2405  0.03
H: 3.7665 -4.3971 -2.9366  0.46
H: 2.4631 -6.0935 -4.1677  0.38
H: 0.0400 -6.3217 -3.7678  0.41
H: -1.0807 -4.8943 -2.0848  0.43
H: -0.4104 -0.7324 5.4006  0.37
H: 0.9963 0.7206 6.8008  0.42
H: 2.8000 2.0645 5.7623  0.43
H: 3.1994 1.9203 3.3464  0.39
H: 0.7597 2.7957 0.1242  0.01
H: 1.6207 5.0396 -0.4371  0.56
H: 4.0272 5.5443 -0.1083  0.42
H: 5.5326 3.8174 0.8092  0.44
H: 4.6670 1.5812 1.3706  0.62
H: 3.1494 -1.6958 2.8400  0.36
H: 5.0624 -3.1994 2.3817  0.47
H: 6.2534 -3.0717 0.2253  0.37
H: 5.5215 -1.4526 -1.4977  0.45
H: 3.6147 0.0558 -1.0371  0.42
C: 1.2168 -0.5079 -4.7387  -1.31
C: -0.0749 -0.4703 -3.9368  -0.02
O: 0.1355 -0.8859 -2.5895  0.14
H: 1.0204 -0.1981 -5.7665  0.44
H: 1.6188 -1.5220 -4.7459  0.31
H: 1.9636 0.1632 -4.3111  0.21
H: -0.7952 -1.1669 -4.3738  0.40
H: -0.5065 0.5326 -3.9710  0.04
H: 0.1745 -0.1061 -2.0171  -0.59
O: -1.4583 1.0118 -0.4422  -0.70
Si: -2.0359 2.4518 -0.7143  -0.87
C: -1.7272 3.6943 0.6960  0.29
C: -1.9080 5.0645 0.5051  -0.16
C: -1.5995 5.9800 1.5012  -0.73
C: -1.0982 5.5380 2.7186  -0.59
C: -0.9197 4.1790 2.9339  -0.39
C: -1.2386 3.2717 1.9328  -0.22
C: -1.1625 3.2298 -2.2178  1.12
C: 0.1230 2.8163 -2.5681  0.06
C: 0.8077 3.3794 -3.6354  -1.30
C: 0.2215 4.4059 -4.3628  -0.74
C: -1.0524 4.8442 -4.0289  -0.80
C: -1.7394 4.2462 -2.9815  -0.13
C: -3.9004 2.4336 -1.0287  0.52
C: -4.8059 2.8449 -0.0516  -0.46
C: -6.1721 2.8575 -0.2975  -0.71
C: -6.6594 2.4505 -1.5314  -0.50
C: -5.7749 2.0172 -2.5095  -0.81
C: -4.4110 2.0082 -2.2558  -0.12
H: -2.2817 5.4266 -0.4466  0.24
H: -1.7392 7.0393 1.3223  0.41
H: -0.8568 6.2531 3.4953  0.36
H: -0.5174 3.8244 3.8760  0.45
H: -1.0836 2.2099 2.1067  0.11
H: 0.6063 2.0381 -1.9839  0.27
H: 1.8014 3.0332 -3.8948  0.47
H: 0.7594 4.8662 -5.1823  0.40
H: -1.5037 5.6589 -4.5824  0.42
H: -2.7468 4.5766 -2.7488  0.40
H: -4.4354 3.1624 0.9173  0.36
H: -6.8600 3.1999 0.4662  0.41
H: -7.7236 2.4713 -1.7306  0.38
H: -6.1508 1.7028 -3.4759  0.42
H: -3.7250 1.6660 -3.0246  0.39


DFT (ωB97M-V with the def2-TZVPD basis set) results for 2 unconnected molecules or ions with the total composition C14H12I2NO3.

electronic energy = -1416.4938 hartree
total charge = -1
HOMO-LUMO gap = 3.56 eV

Last column: Mulliken charge in e.
Positions of all 32 atoms, in Å:
C: 5.4353 0.8378 0.3611  -1.31
C: 3.9512 1.1016 0.5844  0.43
I: 3.3831 1.9206 2.4502  0.05
C: 3.0364 0.8428 -0.3459  -1.05
I: 3.6794 0.0598 -2.2437  0.06
C: 1.5590 1.0163 -0.2319  0.37
C: 0.9236 1.9147 -0.9739  -0.27
C: -0.5858 2.0739 -0.9088  -0.37
O: -1.1217 3.1461 -1.0802  -0.56
C: -1.3231 0.7830 -0.6574  0.34
C: -2.5724 0.5247 -1.1537  -0.54
C: -3.1289 -0.7170 -0.8915  -0.62
C: -2.4931 -1.6802 -0.1623  1.09
C: -3.0998 -3.0494 0.0807  -1.46
C: -1.2290 -1.4191 0.3925  -0.02
N: -0.5741 -2.4250 1.1746  -0.63
C: -0.6699 -0.1813 0.1273  0.63
C: 0.6934 0.1672 0.6962  0.46
O: 1.0421 -0.1754 1.8065  -0.56
H: 5.8690 1.5169 -0.3789  0.31
H: 5.9699 0.8718 1.3165  0.38
H: 5.5372 -0.1973 0.0096  0.38
H: 1.5000 2.5210 -1.6751  0.50
H: -3.0976 1.2770 -1.7325  0.45
H: -4.1212 -0.8993 -1.2996  0.32
H: -3.8460 -3.2793 -0.6899  0.39
H: -2.2906 -3.7761 -0.0805  0.37
H: -3.4886 -3.1822 1.0941  0.26
H: 0.4263 -2.2996 1.1055  0.28
H: -0.8756 -2.2965 2.1345  0.26
O: -4.6654 2.3287 0.7456  -1.11
H: -3.8229 2.6739 0.4268  0.18


DFT (ωB97M-V with the def2-TZVPD basis set) results for a molecular structure, C15H12ClN2O3Tc.

expectation value of S² = 0.76
electronic energy = -1454.7417 hartree
spin multiplicity = 2
total charge = +1
HOMO-LUMO gap (alpha / beta) = 6.44 / 6.16 eV

Last column: Löwdin spin population.
Positions of all 34 atoms, in Å:
Tc: -1.3328 0.7814 0.9246  0.90
O: -2.6552 -3.3369 -0.1850  0.00
C: -1.3912 -3.7924 -0.2498  0.00
C: -1.2435 -5.1751 -0.3745  0.00
C: 0.0072 -5.7399 -0.4636  0.00
C: 1.1574 -4.9446 -0.4283  0.00
C: 1.0273 -3.5856 -0.3034  0.00
C: -0.2421 -2.9804 -0.2126  0.00
C: -0.2906 -1.5399 -0.0966  0.01
O: -1.4835 -0.9523 0.1906  0.05
N: 0.7433 -0.7771 -0.2488  0.01
N: 0.3912 0.5375 -0.0345  -0.01
C: 1.1470 1.4567 -0.5359  0.00
C: 0.7979 2.8483 -0.5520  0.00
C: 1.7298 3.7732 -1.0500  0.00
C: 1.4172 5.1115 -1.1389  0.00
C: 0.1567 5.5573 -0.7528  0.00
C: -0.7929 4.6729 -0.2742  0.00
C: -0.4705 3.3283 -0.1694  0.01
O: -1.4274 2.4981 0.3343  0.05
H: -2.6616 -2.3796 -0.0666  0.00
H: -2.1413 -5.7766 -0.4007  0.00
H: 0.0974 -6.8135 -0.5600  0.00
H: 2.1372 -5.3944 -0.4954  0.00
H: 1.9016 -2.9513 -0.2668  0.00
H: 2.0682 1.1300 -1.0055  0.00
H: 2.7027 3.4204 -1.3673  0.00
H: 2.1484 5.8113 -1.5175  0.00
H: -0.0921 6.6067 -0.8327  0.00
H: -1.7781 5.0074 0.0177  0.00
Cl: -0.4418 -0.6257 3.1651  0.00
C: -0.5087 1.0851 2.7590  -0.02
H: 0.4870 1.5238 2.7410  0.00
H: -1.1642 1.6154 3.4505  0.00


DFT (ωB97M-V with the def2-TZVPD basis set) results for a single C11H21N3O4 molecule.

electronic energy = -896.9785 hartree
SMILES = COCCNC(=O)C(=O)NCCN1CCOCC1
HOMO-LUMO gap = 9.12 eV

Last column: Mulliken charge in e.
Positions of all 39 atoms, in Å:
C: 6.8109 0.5581 0.2475  -0.73
O: 5.6202 -0.0924 0.6065  -0.30
C: 5.0732 -0.8662 -0.4364  -0.45
C: 3.7683 -1.4828 0.0643  -0.78
N: 2.7795 -0.4666 0.3102  -0.12
C: 1.6307 -0.3583 -0.3606  0.57
O: 1.2166 -1.1326 -1.2083  -0.72
C: 0.8182 0.8660 0.0766  0.61
O: 1.2055 1.6150 0.9578  -0.71
N: -0.3083 0.9902 -0.6300  -0.11
C: -1.3394 1.9537 -0.3504  -1.12
C: -2.5392 1.2910 0.3499  -0.47
N: -3.1169 0.2851 -0.5280  0.10
C: -2.8945 -1.0935 -0.1195  -0.59
C: -3.8506 -1.5250 1.0009  -0.51
O: -5.1985 -1.3318 0.6252  -0.38
C: -5.4426 0.0164 0.2851  -0.40
C: -4.5202 0.4700 -0.8542  -0.93
H: 7.1347 1.1180 1.1221  0.24
H: 7.5885 -0.1626 -0.0349  0.29
H: 6.6506 1.2482 -0.5902  0.31
H: 5.7733 -1.6638 -0.7298  0.39
H: 4.8780 -0.2360 -1.3178  0.34
H: 3.9696 -2.0293 0.9904  0.30
H: 3.3577 -2.1612 -0.6869  0.38
H: 3.0038 0.2759 0.9621  0.28
H: -0.5090 0.2503 -1.2923  0.31
H: -1.6702 2.4040 -1.2894  0.33
H: -0.9035 2.7184 0.2966  0.43
H: -3.2692 2.0695 0.5865  0.46
H: -2.1915 0.8562 1.2932  0.30
H: -1.8595 -1.2211 0.1994  0.24
H: -3.0702 -1.7253 -0.9956  0.35
H: -3.7450 -2.5896 1.2139  0.36
H: -3.6379 -0.9530 1.9189  0.29
H: -6.4905 0.0683 -0.0147  0.35
H: -5.2889 0.6564 1.1695  0.30
H: -4.7020 1.5177 -1.0979  0.44
H: -4.7316 -0.1373 -1.7398  0.36


DFT (ωB97M-V with the def2-TZVPD basis set) results for a molecular structure, C10H17Cl2NO4Re.

expectation value of S² = 3.79
electronic energy = -1745.5856 hartree
spin multiplicity = 4
total charge = -2
HOMO-LUMO gap (alpha / beta) = 4.75 / 6.27 eV

Last column: Löwdin spin population.
Positions of all 35 atoms, in Å:
C: 0.2061 -1.2411 -0.4284  -0.02
C: 1.0891 -0.1052 -0.6717  0.00
C: 0.2107 1.0109 -1.0337  0.15
C: 2.4787 -0.2497 -1.2063  0.01
C: -1.1277 0.5640 -0.9949  0.06
C: -1.1401 -0.8018 -0.6545  0.18
C: -2.3280 -1.6759 -0.6129  0.04
C: 0.6319 -2.6604 -0.4312  -0.01
C: 0.6659 2.3090 -1.5728  0.02
C: -2.3205 1.3938 -1.3086  0.01
Re: 0.6975 0.1391 1.3796  2.08
Cl: 2.2007 1.8089 1.2531  0.08
Cl: 2.4665 -1.2040 1.9880  0.10
O: -0.6828 1.4477 1.5766  0.16
H: 2.9322 -1.1700 -0.8406  0.00
H: 3.1010 0.5962 -0.9087  0.00
H: 2.4261 -0.2700 -2.3044  0.00
H: 1.7110 2.5172 -1.3158  0.00
H: 0.0435 3.1366 -1.2019  0.00
H: 0.5696 2.2860 -2.6700  0.01
H: -2.2062 2.4034 -0.8939  0.00
H: -3.2275 0.9560 -0.8740  0.00
H: -2.4838 1.4894 -2.3939  0.00
H: -3.1993 -1.1495 -0.2117  0.00
H: -2.1372 -2.5352 0.0318  0.00
H: -2.6039 -2.0521 -1.6060  0.02
H: 1.6208 -2.7673 0.0109  0.00
H: 0.6419 -3.0407 -1.4593  0.00
H: -0.0706 -3.2614 0.1525  0.00
H: -0.9308 1.7828 2.4603  0.01
O: -0.4610 -1.3419 2.0804  0.07
H: -1.0347 -0.9720 2.7834  0.01
O: 0.4445 -0.1208 4.3254  0.01
N: 0.7756 0.8240 3.5705  0.00
O: 1.0409 1.9541 3.9826  0.00


> What is the electronic energy in the second record?

-1416.4938 hartree